No. 1
Below is 3 unconnected molecules or ions with the total composition C25H52BrN4O2 at a distorted geometry, with properties calculated with the ωB97M-V functional and the def2-TZVPD basis.

Output
F_max   2.1 eV/A
LUMO (alpha / beta)   -2.65 / -2.70 eV
HOMO level (alpha / beta)   -10.371 / -11.301 eV
E_tot   -106857.0439 eV
Orbital gap (alpha / beta)   7.720 / 8.602 eV

The geometry in ORCA input format:
```
! wB97M-V def2-TZVPD RIJCOSX def2/J DEFGRID3
* xyz 1 3
C 5.983 -1.869 -1.420
C 5.405 -1.406 -2.773
Br 6.626 -0.177 -3.639
C 4.037 -0.758 -2.603
C 2.997 -1.841 -2.407
C 2.449 -2.407 -3.721
N 1.716 -3.647 -3.502
C 0.895 -3.629 -2.272
C 0.627 -2.252 -1.674
N 1.807 -1.314 -1.680
H 6.087 -2.947 -1.370
H 6.942 -1.412 -1.234
H 5.314 -1.562 -0.622
H 5.280 -2.282 -3.392
H 3.826 -0.180 -3.500
H 4.061 -0.071 -1.762
H 3.442 -2.669 -1.864
H 1.812 -1.654 -4.183
H 3.301 -2.596 -4.358
H 2.425 -4.358 -3.363
H -0.087 -4.018 -2.521
H 1.285 -4.305 -1.520
H 0.359 -2.405 -0.638
H -0.232 -1.779 -2.121
H 1.526 -0.480 -2.203
H 2.047 -0.963 -0.748
C 2.261 3.090 3.257
C 2.388 2.509 1.830
C 3.264 3.418 0.965
C 2.572 4.709 0.528
C 1.223 4.411 -0.124
C 0.312 3.550 0.751
N 1.034 2.326 1.218
O 1.081 1.443 0.274
C -0.203 4.373 1.945
C -0.935 3.156 -0.035
C 3.079 1.158 1.991
H 1.336 2.766 3.735
H 3.080 2.743 3.886
H 2.300 4.177 3.281
H 3.576 2.871 0.067
H 4.177 3.655 1.515
H 2.446 5.382 1.379
H 3.210 5.237 -0.182
H 0.710 5.344 -0.360
H 1.396 3.904 -1.079
H -0.764 3.744 2.638
H -0.876 5.152 1.589
H 0.579 4.880 2.502
H -0.695 2.653 -0.971
H -1.502 4.051 -0.284
H -1.580 2.500 0.552
H 2.465 0.468 2.573
H 4.023 1.298 2.513
H 3.309 0.694 1.030
C -5.002 -3.338 0.102
C -5.192 -2.300 1.234
C -6.014 -1.113 0.725
C -5.236 -0.174 -0.197
C -3.925 0.263 0.453
C -3.070 -0.914 0.923
N -3.866 -1.853 1.761
O -3.993 -1.372 2.954
C -2.461 -1.632 -0.290
C -1.867 -0.398 1.703
C -5.974 -3.013 2.332
H -4.095 -3.925 0.255
H -5.833 -4.040 0.083
H -4.961 -2.889 -0.890
H -6.378 -0.536 1.580
H -6.898 -1.491 0.208
H -5.046 -0.654 -1.162
H -5.844 0.705 -0.414
H -3.344 0.872 -0.245
H -4.152 0.906 1.309
H -1.932 -2.535 0.024
H -1.740 -0.966 -0.767
H -3.176 -1.906 -1.062
H -2.151 0.235 2.541
H -1.236 0.203 1.045
H -1.262 -1.221 2.091
H -5.402 -3.846 2.745
H -6.899 -3.408 1.915
H -6.245 -2.345 3.146
*
```


No. 2
Below is 2 unconnected molecules or ions with the total composition C25H52F2N4O5PS2 at a distorted geometry, with properties calculated with the ωB97M-V functional and the def2-TZVPD basis.

Output
F_max   4.7 eV/A
LUMO   -5.21 eV
HOMO level   -11.023 eV
E_tot   -79340.0248 eV
Orbital gap   5.816 eV

The geometry in ORCA input format:
```
! wB97M-V def2-TZVPD RIJCOSX def2/J DEFGRID3
* xyz 1 1
C 3.488 -7.137 0.314
C 3.554 -5.505 0.142
C 2.092 -4.950 -0.450
O 2.028 -3.525 -0.091
C 1.368 -2.716 -1.128
C 2.249 -1.321 -1.270
F 3.273 -1.753 -2.292
N 3.188 -0.989 -0.091
F 4.504 -0.903 -0.502
C 2.639 0.309 0.460
N 2.555 0.592 1.801
C 1.941 1.914 2.270
C 0.668 1.619 3.296
C -0.025 2.975 3.903
C -0.550 4.052 2.784
C -2.172 4.083 2.554
C -2.871 2.619 2.319
C -3.705 2.471 0.915
O -5.128 2.095 1.081
C -5.447 1.409 -0.216
N 2.210 1.065 -0.778
C 3.235 1.930 -1.477
C 4.039 2.981 -0.510
C 4.479 4.291 -1.449
C 5.415 2.308 0.128
C 1.419 0.083 -1.643
C 1.548 0.160 -3.274
C 0.629 1.309 -3.995
C -0.048 0.608 -5.353
S -1.611 1.628 -5.722
P -0.348 0.282 -0.847
O -0.519 -0.556 0.670
O -1.640 -0.206 -1.908
S -0.521 2.230 -0.518
H 3.920 -7.420 1.364
H 4.112 -7.601 -0.588
H 2.352 -7.465 0.196
H 3.888 -4.922 1.103
H 4.335 -5.264 -0.715
H 2.119 -5.173 -1.599
H 1.228 -5.586 0.068
H 1.388 -3.213 -2.211
H 0.240 -2.546 -0.867
H 2.907 -0.119 2.480
H 2.770 2.430 2.949
H 1.658 2.578 1.350
H -0.106 0.895 2.799
H 1.111 1.026 4.232
H -0.909 2.771 4.654
H 0.814 3.527 4.546
H -0.254 5.132 3.199
H 0.026 3.970 1.742
H -2.365 4.714 1.565
H -2.776 4.628 3.421
H -2.062 1.759 2.370
H -3.639 2.418 3.205
H -3.563 3.417 0.203
H -3.206 1.566 0.317
H -6.586 1.433 -0.480
H -4.860 2.038 -1.043
H -4.974 0.324 -0.268
H 3.979 1.289 -2.153
H 2.626 2.598 -2.257
H 3.411 3.427 0.371
H 3.772 4.449 -2.372
H 4.393 5.279 -0.786
H 5.595 4.211 -1.819
H 5.121 1.889 1.202
H 5.707 1.409 -0.582
H 6.219 3.159 0.179
H 1.207 -0.906 -3.686
H 2.652 0.311 -3.673
H -0.274 1.700 -3.362
H 1.303 2.224 -4.275
H 0.698 0.588 -6.259
H -0.440 -0.485 -5.078
H -2.721 1.083 -5.046
H 0.281 -1.119 0.887
H -2.393 -0.493 -1.282
C -5.913 -1.960 0.652
O -6.611 -1.727 -0.327
N -5.878 -3.152 1.344
C -5.023 -3.349 2.495
C -6.725 -4.243 0.908
H -5.232 -1.200 1.068
H -4.338 -4.177 2.290
H -5.645 -3.592 3.361
H -4.442 -2.448 2.713
H -6.469 -4.501 -0.125
H -7.770 -3.919 0.941
H -6.590 -5.117 1.550
*
```